No. 1
C39H37BaNO2P2S | ωB97M-V/def2-TZVPD

Element x y z (Å)
Ba: 0.093 -0.001 -0.892
O: -0.015 0.693 1.810
N: -0.046 -0.628 2.331
C: -1.070 -1.243 1.895
C: -1.339 -2.653 2.218
C: -1.273 -3.101 3.531
C: -1.556 -4.429 3.820
C: -1.900 -5.305 2.804
C: -1.955 -4.863 1.487
C: -1.682 -3.537 1.182
P: -1.618 -2.912 -0.527
C: -3.286 -2.281 -0.878
C: -4.320 -2.313 0.055
C: -5.561 -1.775 -0.264
C: -5.772 -1.189 -1.504
C: -4.742 -1.147 -2.436
C: -3.505 -1.688 -2.125
C: -1.396 -4.355 -1.597
C: -2.476 -5.075 -2.104
C: -2.253 -6.188 -2.900
C: -0.956 -6.591 -3.187
C: 0.123 -5.878 -2.683
C: -0.095 -4.758 -1.896
H: 0.673 1.120 2.336
H: -1.781 -0.690 1.269
H: -1.013 -2.410 4.322
H: -1.505 -4.777 4.843
H: -2.119 -6.339 3.031
H: -2.195 -5.558 0.692
H: -4.170 -2.788 1.017
H: -6.369 -1.833 0.453
H: -6.743 -0.781 -1.752
H: -4.909 -0.709 -3.412
H: -2.718 -1.684 -2.873
H: -3.489 -4.764 -1.881
H: -3.093 -6.744 -3.295
H: -0.786 -7.461 -3.807
H: 1.134 -6.192 -2.908
H: 0.752 -4.204 -1.504
C: -2.458 4.112 -1.926
S: -1.600 2.982 -0.841
O: -1.513 1.694 -1.654
C: -2.808 2.680 0.421
C: -3.780 1.702 0.259
C: -4.687 1.502 1.288
C: -4.618 2.268 2.446
C: -3.636 3.239 2.593
C: -2.715 3.444 1.578
H: -3.403 3.665 -2.227
H: -1.806 4.277 -2.781
H: -2.623 5.046 -1.389
H: -3.829 1.112 -0.650
H: -5.456 0.751 1.180
H: -5.336 2.108 3.239
H: -3.584 3.831 3.496
H: -1.934 4.188 1.686
C: 3.846 -1.425 0.473
P: 3.501 -0.138 -0.782
C: 4.014 -0.890 -2.354
C: 4.376 -0.061 -3.416
C: 4.687 -0.603 -4.653
C: 4.629 -1.978 -4.846
C: 4.265 -2.808 -3.797
C: 3.958 -2.269 -2.555
C: 4.732 1.139 -0.426
C: 6.094 0.886 -0.579
C: 7.023 1.858 -0.246
C: 6.598 3.088 0.241
C: 5.244 3.350 0.391
C: 4.313 2.377 0.055
H: 3.138 -2.252 0.394
H: 3.732 -0.977 1.461
H: 4.858 -1.823 0.386
H: 4.440 1.012 -3.270
H: 4.984 0.047 -5.465
H: 4.879 -2.400 -5.811
H: 4.236 -3.880 -3.940
H: 3.704 -2.937 -1.740
H: 6.429 -0.069 -0.967
H: 8.079 1.659 -0.367
H: 7.326 3.845 0.499
H: 4.916 4.311 0.763
H: 3.254 2.585 0.161

Values from the calculation:
Total charge = +2
Relative energy (zero: lowest compared OMol25 entry of this formula, charge and spin) = 6.2 kcal/mol
HOMO-LUMO gap = 0.3005 Eh
HOMO energy = -13.19 eV
Energy = -2819.50547 a.u.

Here are the Mulliken charges for atoms 1 to 4, given in e: 1.993 -0.268 -0.410 -0.539

---

No. 2
C39H37BrCdN4O8 | ωB97M-V/def2-TZVPD

Element x y z (Å)
Cd: 0.040 -0.462 -0.080
O: -0.003 -4.864 0.147
C: -0.255 -3.707 -0.226
O: -0.098 -2.661 0.475
C: -0.863 -3.524 -1.618
C: -1.973 -2.453 -1.645
C: -2.909 -2.726 -2.828
C: -1.986 -2.350 -4.017
C: -0.729 -1.842 -3.284
O: -1.289 -1.269 -2.095
C: 0.092 -3.022 -2.750
C: 1.527 -2.534 -2.403
O: 2.447 -3.121 -2.994
O: 1.640 -1.530 -1.641
H: -1.271 -4.497 -1.894
H: -2.458 -2.251 -0.694
H: -3.776 -2.066 -2.776
H: -3.256 -3.759 -2.856
H: -2.425 -1.561 -4.630
H: -1.750 -3.199 -4.661
H: -0.157 -1.096 -3.825
H: 0.228 -3.790 -3.509
O: -4.303 1.011 0.524
C: -3.087 0.980 0.269
O: -2.291 0.018 0.361
C: -2.497 2.308 -0.234
C: -3.376 3.261 -0.825
C: -2.868 4.430 -1.297
C: -1.475 4.680 -1.186
C: -0.846 5.834 -1.708
C: 0.511 5.982 -1.620
C: 1.294 4.991 -0.985
C: 0.710 3.874 -0.456
C: -0.690 3.686 -0.561
N: -1.219 2.521 -0.100
H: -4.427 3.015 -0.866
H: -3.503 5.183 -1.755
H: -1.454 6.589 -2.195
H: 0.995 6.852 -2.046
H: 2.368 5.114 -0.927
H: 1.286 3.089 0.021
C: 2.343 -2.471 2.520
N: 1.188 -3.113 3.134
C: 1.218 -4.561 3.172
C: 0.049 -5.078 3.983
C: -1.216 -4.527 3.362
N: -1.168 -3.078 3.371
C: -2.396 -2.438 2.934
C: 0.010 -2.399 3.103
O: 0.011 -1.195 2.891
H: 3.008 -2.035 3.271
H: 2.020 -1.684 1.847
H: 2.889 -3.216 1.940
H: 2.169 -4.868 3.621
H: 1.171 -4.971 2.154
H: 0.135 -4.724 5.015
H: 0.038 -6.171 3.985
H: -2.099 -4.836 3.933
H: -1.319 -4.900 2.335
H: -3.177 -2.581 3.687
H: -2.731 -2.870 1.984
H: -2.221 -1.378 2.778
Br: 1.740 4.487 -5.626
C: 1.154 3.100 -4.456
C: 2.059 2.169 -3.988
C: 1.578 1.194 -3.118
N: 0.310 1.145 -2.721
C: -0.542 2.039 -3.205
C: -0.176 3.047 -4.088
H: 3.099 2.194 -4.280
H: 2.214 0.404 -2.731
H: -1.570 1.951 -2.866
H: -0.896 3.767 -4.449
C: 1.143 2.847 4.486
C: 0.015 2.333 3.808
C: 0.164 1.683 2.617
C: 1.438 1.522 2.011
C: 1.584 0.830 0.763
C: 2.849 0.798 0.220
C: 3.967 1.398 0.849
C: 3.833 2.018 2.058
C: 2.559 2.095 2.672
C: 2.383 2.731 3.928
H: 1.023 3.321 5.455
H: -0.970 2.444 4.247
H: -0.694 1.265 2.107
H: 3.019 0.257 -0.704
H: 4.944 1.341 0.378
H: 4.690 2.451 2.566
H: 3.258 3.127 4.437

Values from the calculation:
Total charge = -2
Relative energy (zero: lowest compared OMol25 entry of this formula, charge and spin) = 0.0 kcal/mol
HOMO-LUMO gap = 0.2339 Eh
HOMO energy = -2.79 eV
Energy = -5071.26726 a.u.

Here are the Mulliken charges for atoms 1 to 4, given in e: 4.665 -0.830 -0.870 -0.499

---

No. 3
C39H37F9OP2Pd | ωB97M-V/def2-TZVPD

Element x y z (Å)
Pd: -0.567 1.529 -2.395
C: -2.232 1.486 -3.521
C: -1.923 0.156 -3.116
C: -1.268 -0.890 -3.971
C: 0.075 -0.423 -4.632
C: 0.759 0.630 -3.785
C: 0.577 2.027 -3.930
C: -0.419 2.648 -4.872
C: -1.872 2.050 -4.860
C: 1.731 0.074 2.062
H: -3.000 2.016 -2.938
H: -2.496 -0.267 -2.284
H: -1.980 -1.292 -4.704
H: -1.095 -1.751 -3.311
H: 0.688 -1.326 -4.611
H: -0.122 -0.114 -5.673
H: 1.678 0.265 -3.302
H: 1.420 2.622 -3.555
H: -0.040 2.607 -5.892
H: -0.542 3.699 -4.581
H: -2.577 2.860 -5.076
H: -2.041 1.341 -5.677
H: 0.800 0.618 1.830
H: 2.312 0.546 2.847
H: 1.432 -0.904 2.444
P: -1.373 -0.979 0.041
P: 2.663 -0.197 0.580
C: 0.276 -1.554 -0.213
C: 1.495 -0.963 -0.535
C: -2.333 -2.410 0.376
C: -2.727 -3.491 -0.433
C: -3.459 -4.520 0.130
C: -3.854 -4.470 1.474
C: -3.518 -3.370 2.268
C: -2.739 -2.350 1.738
C: -2.548 0.424 0.228
C: -2.090 1.730 0.560
C: -2.949 2.814 0.480
C: -4.281 2.652 0.103
C: -4.787 1.366 -0.072
C: -3.947 0.277 0.029
C: 4.161 -1.176 0.796
C: 3.962 -2.490 1.264
C: 5.053 -3.344 1.398
C: 6.339 -2.918 1.071
C: 6.523 -1.639 0.542
C: 5.448 -0.758 0.419
C: 2.946 1.431 -0.152
C: 2.278 2.599 0.255
C: 2.685 3.820 -0.283
C: 3.597 3.895 -1.337
C: 4.072 2.698 -1.886
C: 3.744 1.478 -1.300
H: 0.303 -2.659 -0.193
H: 1.956 -1.202 -1.499
H: -2.479 -3.485 -1.494
H: -3.738 -5.384 -0.483
H: -4.441 -5.287 1.920
H: -3.865 -3.277 3.310
H: -2.446 -1.479 2.334
H: -1.080 1.831 0.960
H: -2.550 3.814 0.670
H: -4.916 3.516 -0.098
H: -5.847 1.207 -0.286
H: -4.347 -0.745 -0.017
H: 2.950 -2.828 1.508
H: 4.883 -4.352 1.770
H: 7.193 -3.578 1.207
H: 7.504 -1.315 0.222
H: 5.596 0.251 0.031
H: 1.461 2.568 0.975
H: 2.287 4.751 0.116
H: 3.927 4.846 -1.751
H: 4.717 2.703 -2.767
H: 4.137 0.548 -1.725
F: -2.788 1.724 4.716
C: -2.530 0.394 4.739
F: -2.635 -0.041 6.026
F: -3.508 -0.221 4.023
C: -1.088 0.094 4.098
O: -1.104 0.150 2.798
C: -0.063 1.123 4.779
F: -0.329 1.352 6.093
F: 1.220 0.669 4.734
F: -0.084 2.314 4.139
C: -0.660 -1.346 4.664
F: -0.265 -1.328 5.960
F: -1.677 -2.241 4.546
F: 0.372 -1.849 3.936

Values from the calculation:
Relative energy (zero: lowest compared OMol25 entry of this formula, charge and spin) = 84.3 kcal/mol
HOMO-LUMO gap (spin up / spin down) = 0.1714 / 0.1487 Eh
HOMO energy (spin up / spin down) = -5.09 / -6.09 eV
Multiplicity = 3
Energy = -3292.67338 a.u.

Here are the Mulliken charges for atoms 1 to 4, given in e: 0.306 -0.009 -0.050 -0.796

---

No. 4
C39H38BiClN3O3 | ωB97M-V/def2-TZVPD

Element x y z (Å)
Bi: -0.372 0.085 -0.367
C: -2.894 2.782 -3.126
C: -2.347 1.670 -2.478
N: -1.679 1.776 -1.350
C: -1.465 2.994 -0.785
C: -1.945 4.167 -1.394
C: -2.686 4.021 -2.588
C: -1.650 5.420 -0.811
C: -0.878 5.458 0.312
C: -0.398 4.281 0.925
C: -0.701 3.038 0.419
N: -0.283 1.808 0.927
C: 0.375 1.658 2.147
C: 0.127 2.381 3.290
C: 0.860 2.155 4.475
C: 1.837 1.205 4.542
C: 2.091 0.400 3.408
C: 3.046 -0.640 3.388
C: 3.201 -1.415 2.271
C: 2.378 -1.166 1.163
N: 1.496 -0.193 1.148
C: 1.346 0.612 2.232
H: -3.442 2.647 -4.047
H: -2.444 0.678 -2.905
H: -3.072 4.907 -3.076
H: -2.020 6.325 -1.274
H: -0.615 6.409 0.754
H: 0.235 4.378 1.793
H: -0.647 3.136 3.293
H: 0.634 2.760 5.343
H: 2.407 1.046 5.447
H: 3.646 -0.819 4.272
H: 3.926 -2.214 2.232
H: 2.448 -1.778 0.270
C: -0.789 -1.699 3.242
C: -1.610 -1.667 1.972
C: -2.560 -0.655 1.751
C: -2.870 0.405 2.779
C: -3.304 -0.637 0.556
C: -4.314 0.464 0.353
C: -3.149 -1.659 -0.390
C: -3.994 -1.675 -1.641
C: -2.245 -2.705 -0.140
C: -2.146 -3.845 -1.126
C: -1.461 -2.697 1.021
C: -0.487 -3.827 1.264
H: -1.145 -2.481 3.916
H: -0.816 -0.756 3.779
H: 0.260 -1.910 3.036
H: -2.498 1.384 2.466
H: -2.454 0.185 3.756
H: -3.949 0.499 2.904
H: -5.204 0.284 0.962
H: -4.643 0.544 -0.678
H: -3.914 1.434 0.651
H: -5.021 -1.970 -1.412
H: -3.615 -2.365 -2.388
H: -4.050 -0.695 -2.114
H: -1.704 -3.519 -2.073
H: -3.136 -4.239 -1.360
H: -1.553 -4.670 -0.747
H: -1.020 -4.758 1.472
H: 0.169 -3.642 2.107
H: 0.141 -4.010 0.390
C: 0.201 -3.442 -4.637
C: -0.845 -2.395 -4.900
C: -2.190 -2.742 -4.996
C: -3.150 -1.787 -5.285
Cl: -4.820 -2.258 -5.365
C: -2.799 -0.467 -5.517
C: -1.464 -0.106 -5.420
C: -0.505 -1.055 -5.096
O: 0.810 -0.643 -5.022
C: 1.296 -0.552 -3.706
C: 0.912 0.762 -3.028
O: 0.419 1.689 -3.616
O: 1.151 0.742 -1.717
H: -0.152 -4.422 -4.953
H: 0.451 -3.513 -3.575
H: 1.120 -3.212 -5.175
H: -2.491 -3.774 -4.864
H: -3.559 0.257 -5.779
H: -1.131 0.909 -5.594
H: 2.382 -0.656 -3.730
H: 0.901 -1.359 -3.077

Values from the calculation:
Total charge = +1
Relative energy (zero: lowest compared OMol25 entry of this formula, charge and spin) = 6.6 kcal/mol
HOMO-LUMO gap = 0.2650 Eh
HOMO energy = -10.40 eV
Energy = -2573.64717 a.u.

Here are the Mulliken charges for atoms 1 to 4, given in e: 0.699 -1.099 -0.265 0.840

---

No. 5
C39H38LaN5O8S | ωB97M-V/def2-TZVPD

Element x y z (Å)
La: -0.878 -0.436 -0.997
C: -2.814 -1.730 -4.773
O: -3.945 -0.788 -4.614
C: -4.583 -0.524 -3.464
C: -5.906 -0.089 -3.604
C: -6.663 0.424 -2.541
C: -6.155 0.393 -1.265
C: -4.827 -0.063 -1.034
C: -4.288 0.113 0.288
N: -3.046 -0.038 0.647
N: -2.689 -0.089 1.921
C: -1.653 -0.933 2.127
O: -1.009 -1.417 1.134
C: -1.338 -1.467 3.467
C: -1.897 -1.031 4.678
C: -1.581 -1.748 5.845
C: -0.741 -2.849 5.814
C: -0.211 -3.264 4.607
C: -0.498 -2.575 3.444
C: -4.051 -0.680 -2.102
O: -3.030 -1.369 -1.834
H: -2.686 -1.890 -5.859
H: -3.039 -2.683 -4.293
H: -1.885 -1.335 -4.376
H: -6.370 -0.212 -4.581
H: -7.677 0.824 -2.757
H: -6.695 0.810 -0.427
H: -5.023 0.382 1.029
H: -2.635 -0.251 4.682
H: -1.968 -1.431 6.797
H: -0.637 -3.505 6.689
H: 0.487 -4.115 4.593
H: -0.131 -2.957 2.486
O: -0.962 1.313 -5.152
C: -1.135 1.337 -3.955
O: -1.325 0.363 -3.116
C: -1.250 2.699 -3.301
C: -2.510 2.868 -2.415
C: -2.845 4.343 -2.277
C: -1.744 4.912 -1.380
C: -0.978 3.605 -1.037
O: -2.020 2.564 -1.056
C: -0.122 3.160 -2.256
C: 0.872 2.135 -1.696
O: 2.025 2.098 -2.150
O: 0.446 1.451 -0.715
H: -1.233 3.446 -4.094
H: -3.330 2.239 -2.718
H: -3.830 4.455 -1.792
H: -2.842 4.798 -3.301
H: -2.042 5.360 -0.421
H: -1.114 5.652 -1.903
H: -0.487 3.672 -0.046
H: 0.412 3.958 -2.802
N: 4.110 -1.903 -0.418
C: 4.867 -1.587 0.763
C: 6.295 -1.695 0.690
C: 7.087 -1.202 1.711
C: 6.478 -0.679 2.888
C: 5.094 -0.711 2.972
C: 4.307 -0.997 1.882
S: 2.561 -0.634 1.862
N: 2.088 -0.951 0.296
C: 2.747 -1.761 -0.497
C: 2.005 -2.534 -1.504
C: 2.600 -3.046 -2.679
C: 1.836 -3.776 -3.610
C: 0.467 -4.045 -3.285
C: -0.022 -3.518 -2.106
N: 0.682 -2.623 -1.331
H: 4.594 -2.334 -1.200
H: 6.865 -2.154 -0.150
H: 8.184 -1.277 1.666
H: 7.050 -0.337 3.760
H: 4.510 -0.593 3.886
H: 3.666 -2.879 -2.788
H: 2.270 -4.107 -4.547
H: -0.097 -4.675 -3.958
H: -0.999 -3.739 -1.757
C: 4.050 2.398 3.567
C: 2.637 1.996 3.180
C: 1.861 1.318 4.329
C: 2.623 1.198 1.866
H: 4.060 2.683 4.627
H: 4.427 3.310 3.093
H: 4.785 1.603 3.419
H: 2.159 2.974 2.903
H: 2.446 0.528 4.838
H: 0.965 0.752 3.973
H: 1.571 2.059 5.087
H: 1.764 1.501 1.213
H: 3.481 1.532 1.214

Values from the calculation:
Total charge = -2
Relative energy (zero: lowest compared OMol25 entry of this formula, charge and spin) = 23.9 kcal/mol
HOMO-LUMO gap (spin up / spin down) = 0.1345 / 0.1283 Eh
HOMO energy (spin up / spin down) = 0.50 / 0.70 eV
Energy = -2814.49587 a.u.

Here are the Mulliken charges for atoms 1 to 4, given in e: 2.150 -0.541 -0.468 0.015

---

> Look up the energy of the fifth one.

-2814.49587 a.u.